# 1
C42H51As2AuO2S | the ωB97M-V functional and the def2-TZVPD basis

Calculated values
Frontier orbital gap, eV: 7.8192
Charge: 0
Energy above the lowest of the compared OMol25 structures with the same formula, charge and spin, eV: 0.000
HOMO, eV: -7.2
LUMO level, eV: 0.6
Multiplicity: 1
Maximum force, eV Å⁻¹: 1.787
E_tot, eV: -184680.946

Each line ends with the Mulliken charge.
Atoms and positions in Å:
Au1 0.1372 -0.4387 -0.1685  1.268
C1 1.7651 2.6974 0.9212  -1.222
C2 2.8371 1.9752 0.1211  -0.954
As1 2.4224 0.0793 -0.1842  1.209
C3 3.4744 -0.2200 -1.7441  0.159
C4 2.8561 -0.7807 -2.8570  -0.247
C5 3.6229 -1.0053 -4.0092  -0.732
C6 4.9776 -0.7145 -4.0411  -0.552
C7 5.5835 -0.1621 -2.9160  -0.606
C8 4.8353 0.1134 -1.7942  -0.151
C9 3.4230 -0.8700 1.1995  0.272
C10 4.2697 -1.9272 0.8599  -0.332
C11 4.8850 -2.6426 1.8803  -0.724
C12 4.6662 -2.3223 3.2087  -0.495
C13 3.8732 -1.2457 3.5458  -0.741
C14 3.2575 -0.5257 2.5301  -0.203
As2 0.0413 2.7722 -0.0841  0.700
C15 0.1590 4.6071 -0.7618  0.141
C16 -0.9283 5.4830 -0.6881  -0.484
C17 -0.8208 6.7546 -1.2367  -0.627
C18 0.3333 7.1700 -1.8710  -0.500
C19 1.4167 6.3076 -1.9451  -0.729
C20 1.3276 5.0263 -1.4091  -0.298
C21 -1.0600 3.1002 1.5031  -0.605
C22 -0.8167 4.1296 2.3997  0.118
C23 -1.6422 4.2779 3.4984  -0.593
C24 -2.7276 3.4287 3.7146  -0.720
C25 -2.9468 2.3783 2.8414  -0.353
C26 -2.1130 2.2026 1.7269  0.117
H1 2.0607 3.7144 1.1584  0.530
H2 1.5320 2.1680 1.8482  0.493
H3 3.8021 1.9616 0.6217  0.603
H4 2.9495 2.4281 -0.8472  0.500
H5 1.8055 -1.0764 -2.8183  0.195
H6 3.1202 -1.4009 -4.8523  0.458
H7 5.5325 -0.9092 -4.9572  0.378
H8 6.6365 0.1237 -2.9012  0.389
H9 5.3271 0.5854 -0.9454  0.312
H10 4.3471 -2.2435 -0.1798  0.405
H11 5.5636 -3.4674 1.6439  0.383
H12 5.1068 -2.9082 3.9848  0.429
H13 3.6998 -0.9777 4.5927  0.406
H14 2.5604 0.2745 2.7780  0.224
H15 -1.8402 5.1808 -0.1732  0.364
H16 -1.6637 7.4323 -1.1173  0.362
H17 0.3536 8.1703 -2.2728  0.392
H18 2.2909 6.6422 -2.4743  0.394
H19 2.2047 4.3903 -1.4548  0.219
H20 0.0072 4.8237 2.2684  0.404
H21 -1.4839 5.1079 4.1938  0.358
H22 -3.3636 3.5190 4.5808  0.400
H23 -3.7782 1.6880 2.9748  0.468
H24 -2.2793 1.4140 1.0450  0.251
C27 -2.7518 -3.4812 1.4097  -1.127
C28 -3.1180 -2.1844 2.1232  0.355
C29 -1.9456 -1.6749 2.9912  -1.247
C30 -3.7032 -1.1448 1.1731  1.055
C31 -4.9918 -0.6671 1.4016  -0.991
C32 -5.5941 0.2313 0.5481  -1.277
C33 -4.9101 0.6885 -0.5658  -0.415
C34 -3.6191 0.2574 -0.8089  0.932
C35 -2.8473 0.8040 -1.9809  2.090
C36 -3.2581 2.2439 -2.3671  -1.967
C37 -2.9542 -0.1246 -3.1871  -1.737
C38 -3.0059 -0.7010 0.0385  -0.336
O1 -1.7794 -1.1955 -0.2800  -1.129
H25 -2.5562 -4.2783 2.1362  0.497
H26 -1.8952 -3.3308 0.7657  -0.311
H27 -3.5607 -3.8421 0.7651  0.454
H28 -3.9330 -2.4174 2.8216  0.542
H29 -1.0566 -1.5433 2.3854  -0.061
H30 -1.6729 -2.3555 3.7838  0.477
H31 -2.1718 -0.7074 3.4699  0.272
H32 -5.5073 -1.0776 2.2729  0.357
H33 -6.5817 0.6344 0.7465  0.341
H34 -5.3677 1.4060 -1.2239  0.402
H35 -1.7809 0.8474 -1.7176  -0.905
H36 -4.2564 2.2600 -2.8003  0.478
H37 -2.5818 2.6680 -3.0983  0.408
H38 -3.2885 2.8683 -1.4792  0.454
H39 -4.0015 -0.2132 -3.5011  0.314
H40 -2.5725 -1.1220 -2.9414  0.258
H41 -2.3953 0.2663 -4.0191  0.502
C39 -1.3463 -5.1851 -1.4686  -0.878
C40 0.0306 -4.6900 -1.9297  -0.808
S1 0.7784 -3.5135 -0.7826  0.684
O2 2.1524 -3.1764 -1.2934  -0.697
C41 0.9325 -4.6245 0.6824  -0.460
C42 1.9638 -5.7249 0.4742  -1.289
H42 -1.7640 -5.8448 -2.2420  0.436
H43 -2.0389 -4.3592 -1.2888  0.106
H44 -1.2742 -5.7784 -0.5544  0.239
H45 -0.0538 -4.1246 -2.8794  0.405
H46 0.7640 -5.4734 -2.1061  0.504
H47 -0.0568 -5.0252 0.8908  0.270
H48 1.2257 -3.9259 1.4845  0.380
H49 1.7238 -6.3861 -0.3525  0.289
H50 2.0958 -6.2919 1.3906  0.425
H51 2.9254 -5.2795 0.1764  0.273

***

# 2
C35H37BrI2N3O12P2S | the ωB97M-V functional and the def2-TZVPD basis

Calculated values
Frontier orbital gap, eV: 7.6851
Charge: +1
HOMO, eV: -11.1
LUMO level, eV: -3.4
Multiplicity: 1
Maximum force, eV Å⁻¹: 4.197
E_tot, eV: -181579.696

Each line ends with the Mulliken charge.
Atoms and positions in Å:
C1 -0.4669 3.4896 -1.3586  -1.042
C2 -0.2312 3.4086 -2.9189  0.106
I1 0.7144 5.1713 -3.8131  0.075
C3 -0.5992 2.3076 -3.7300  -1.131
I2 -0.2341 2.4771 -5.8524  0.147
C4 -1.2713 1.0855 -2.9891  0.752
N1 -0.5399 0.3559 -1.9218  0.033
C5 -1.4304 -0.7437 -1.5233  -0.034
N2 -1.3217 -1.4465 -0.4111  0.465
C6 -2.2722 -2.5887 -0.1442  -0.952
C7 -0.2777 -1.2106 0.6258  -0.907
C8 0.8353 -2.3463 0.6542  0.722
C9 1.7664 -2.3175 -0.6496  -0.792
C10 1.7961 -2.2875 1.9262  -1.308
N3 -2.4200 -0.9214 -2.5941  0.190
P1 -4.0969 -0.4510 -2.2083  0.013
O1 -5.1096 -1.8349 -2.1003  -0.312
O2 -4.0903 0.3098 -0.6558  -0.489
C11 -1.8980 -0.1227 -3.8035  0.079
Br1 -3.3954 0.6676 -4.8580  0.059
P2 -0.7907 -1.4108 -4.6379  0.800
O3 -1.4547 -1.8995 -6.1351  -0.520
O4 -0.7041 -2.8567 -3.7244  -0.501
S1 1.0314 -0.8514 -4.9573  -0.307
H1 -1.5662 3.3026 -1.1411  0.393
H2 -0.2338 4.5337 -0.9708  0.417
H3 0.2198 2.7938 -0.7648  0.110
H4 -2.1015 1.6079 -2.3896  0.297
H5 -0.3287 0.8761 -1.0638  0.236
H6 -3.3282 -2.3621 -0.4642  0.294
H7 -1.8559 -3.4623 -0.7514  0.341
H8 -2.2080 -2.8750 0.9529  0.393
H9 -0.8252 -1.2440 1.6304  0.268
H10 0.2084 -0.1915 0.5778  0.185
H11 0.2811 -3.3464 0.7122  0.177
H12 2.6476 -2.9974 -0.4515  0.482
H13 1.1666 -2.7772 -1.4989  -0.135
H14 2.1485 -1.2806 -0.8819  0.271
H15 2.3494 -1.2999 1.9960  0.313
H16 1.2273 -2.5382 2.8745  0.192
H17 2.5824 -3.0960 1.7962  0.421
H18 -5.6786 -1.7670 -1.3031  0.296
H19 -4.6416 -0.2137 -0.0299  0.343
H20 -2.0085 -1.1824 -6.5072  0.319
H21 0.2100 -2.8279 -3.3563  0.275
C12 4.9474 4.9611 -2.9781  -0.596
C13 3.9089 4.5857 -2.2320  -0.318
C14 3.9010 4.7936 -0.7684  0.345
O5 2.9503 4.4474 -0.0863  -0.570
C15 5.0870 5.4349 -0.1629  -0.151
C16 6.1265 5.8110 -0.9086  -0.508
C17 6.1355 5.6034 -2.3730  0.327
O6 7.0806 5.9470 -3.0541  -0.538
H22 4.9708 4.8160 -4.0512  0.444
H23 3.0307 4.1155 -2.6561  0.679
H24 5.0637 5.5798 0.9099  0.452
H25 7.0035 6.2813 -0.4815  0.455
C18 0.9702 -4.3088 5.3734  -0.166
C19 0.2911 -4.3923 6.5171  -0.409
C20 0.9682 -4.2411 7.8239  0.314
O7 0.3503 -4.3189 8.8657  -0.525
C21 2.4261 -3.9926 7.8117  -0.379
C22 3.1050 -3.9092 6.6672  -0.354
C23 2.4283 -4.0601 5.3614  0.411
O8 3.0472 -3.9821 4.3163  -0.534
H26 0.4912 -4.4180 4.4082  0.420
H27 -0.7763 -4.5732 6.5440  0.410
H28 2.9049 -3.8839 8.7766  0.408
H29 4.1722 -3.7286 6.6403  0.428
C24 -9.1158 -4.1218 -5.4603  -0.364
C25 -9.7533 -4.2444 -4.2956  -0.372
C26 -9.0386 -4.0901 -3.0103  0.335
O9 -9.6172 -4.2031 -1.9475  -0.541
C27 -7.5910 -3.7934 -3.0665  -0.339
C28 -6.9534 -3.6707 -4.2300  -0.330
C29 -7.6679 -3.8249 -5.5159  0.335
O10 -7.0869 -3.7107 -6.5767  -0.538
H30 -9.6225 -4.2321 -6.4107  0.417
H31 -10.8126 -4.4607 -4.2365  0.419
H32 -7.0843 -3.6832 -2.1164  0.464
H33 -5.8940 -3.4543 -4.2883  0.486
C30 6.2473 5.0111 4.9368  -0.404
C31 5.6742 4.6558 6.0868  -0.388
C32 4.2036 4.5590 6.2129  0.313
O11 3.6800 4.2370 7.2605  -0.539
C33 3.3942 4.8698 5.0145  -0.431
C34 3.9673 5.2250 3.8649  -0.280
C35 5.4377 5.3216 3.7394  0.581
O12 5.9616 5.6439 2.6887  -0.563
H34 7.3216 5.0879 4.8262  0.421
H35 6.2516 4.4243 6.9730  0.405
H36 2.3198 4.7931 5.1247  0.421
H37 3.3896 5.4565 2.9780  0.411

***

# 3
C22H41BrNP3SeW | the ωB97M-V functional and the def2-TZVPD basis

Calculated values
Frontier orbital gap (alpha / beta), eV: 4.3052 / 4.8572
Charge: +4
Energy above the lowest of the compared OMol25 structures with the same formula, charge and spin, eV: 0.000
HOMO (alpha / beta), eV: -19.4 / -19.4
LUMO level (alpha / beta), eV: -15.1 / -14.6
Multiplicity: 3
Maximum force, eV Å⁻¹: 4.920
E_tot, eV: -190005.485

Each line ends with the Mulliken spin population.
Atoms and positions in Å:
W1 -1.3474 0.3938 0.3883  2.268
P1 2.1980 0.2192 0.1134  0.058
P2 -1.6711 1.7365 2.4506  -0.124
P3 -0.8692 1.9280 -1.2528  -0.072
H1 -1.1525 -3.5533 -2.9594  0.000
C1 -0.5143 -2.7747 -3.3902  -0.002
C2 0.7741 -2.6146 -3.0138  0.000
H2 1.2370 -3.2409 -2.2467  0.000
C3 2.9180 -1.4026 0.4863  0.017
C4 3.0613 1.3211 1.2654  0.021
C5 2.9904 0.5653 -1.4847  0.009
C6 -3.4930 2.0947 2.6041  0.022
C7 -1.1840 0.9598 4.0597  0.018
C8 -0.8155 3.3764 2.4189  0.021
C9 -0.4868 1.3622 -2.9312  0.022
C10 0.4082 3.1925 -1.0525  0.025
C11 -2.3971 2.8664 -1.5657  0.028
H3 -1.0006 -2.0439 -4.0483  0.000
H4 1.4460 -1.8925 -3.4858  0.000
H5 2.4449 -2.1636 -0.1507  -0.002
H6 2.7800 -1.6607 1.5420  -0.002
H7 3.9975 -1.3425 0.2610  0.007
H8 2.7552 1.0680 2.2921  -0.001
H9 2.7940 2.3645 1.0344  0.000
H10 4.1439 1.1512 1.1250  0.007
H11 2.7638 -0.2406 -2.1969  -0.002
H12 4.0810 0.5840 -1.3130  0.007
H13 2.6900 1.5210 -1.9252  0.000
H14 -3.7547 2.4134 3.6349  -0.001
H15 -4.0548 1.1666 2.3631  -0.001
H16 -3.7679 2.8972 1.8921  -0.004
H17 -1.6666 1.4617 4.9212  0.000
H18 -0.0887 1.0202 4.1845  -0.001
H19 -1.4979 -0.0973 4.0769  -0.003
H20 -0.9050 3.8984 3.3889  0.004
H21 -1.2557 4.0219 1.6418  -0.004
H22 0.2620 3.2304 2.2161  0.001
H23 -0.3773 2.2699 -3.5427  0.000
H24 -1.3046 0.7452 -3.3215  0.000
H25 0.4337 0.7666 -2.9665  -0.003
H26 0.3126 3.8342 -1.9409  0.002
H27 1.4079 2.7417 -1.0153  0.000
H28 0.2448 3.7796 -0.1459  -0.009
H29 -2.1843 3.4981 -2.4400  0.005
H30 -2.6416 3.4884 -0.6983  -0.002
H31 -3.2309 2.1860 -1.7784  0.010
C12 -4.6634 -0.8602 -1.8254  0.036
C13 -4.2632 -1.8005 -2.7820  -0.012
C14 -5.2025 -2.2750 -3.7195  0.005
C15 -6.5307 -1.8327 -3.6844  -0.032
C16 -6.9071 -0.8579 -2.7456  0.006
C17 -5.9767 -0.3763 -1.8162  -0.012
Se1 -3.5616 -0.1538 -0.2364  -0.181
H32 0.4817 0.5122 0.4542  -0.083
H33 -3.2352 -2.1613 -2.8363  0.000
H34 -4.9033 -3.0149 -4.4584  0.000
H35 -7.2670 -2.1994 -4.3978  0.000
H36 -7.9281 -0.4734 -2.7053  0.000
H37 -6.2561 0.3897 -1.0783  0.003
Br1 1.8536 -2.5528 4.3778  0.000
C18 0.5032 -2.6481 3.0378  0.000
C19 -0.0967 -3.8695 2.7872  0.009
C20 -1.0019 -3.8206 1.7233  -0.007
C21 -1.3120 -2.6496 1.0259  0.015
N1 -0.7292 -1.4481 1.3337  -0.051
C22 0.2433 -1.4948 2.3004  -0.002
H38 0.1406 -4.7793 3.3417  0.000
H39 -1.5119 -4.7307 1.4251  0.000
H40 -2.0735 -2.6073 0.2244  0.002
H41 0.8406 -0.5965 2.4823  -0.015